83
Properties=species:S:1:pos:R:3:mulliken_spin:R:1 method="wB97M-V/def2-TZVPD" charge=+2 e_above_lowest_kj_mol=46.1 multiplicity=3 orbital_gap_ev="4.2 / 1.0"
N 8.199 -2.383 -5.772 0.790
C 7.153 -3.094 -6.204 0.008
C 5.917 -3.071 -5.541 0.084
C 5.762 -2.269 -4.388 -0.034
C 6.889 -1.534 -3.954 0.085
C 8.086 -1.622 -4.687 0.009
C 4.485 -2.161 -3.706 0.012
Ti -0.942 -0.810 0.195 1.040
P -4.353 4.501 0.562 0.000
C 4.181 -1.168 -2.826 -0.017
C 2.888 -1.054 -2.213 0.007
C 2.450 0.197 -1.727 -0.005
C 1.126 0.356 -1.317 0.008
C 0.279 -0.770 -1.397 -0.078
C 0.695 -2.037 -1.826 0.026
C 2.035 -2.180 -2.185 0.009
Br -2.484 0.785 -0.641 0.006
H 3.726 -2.887 -4.010 -0.001
H 4.898 -0.368 -2.624 0.000
H 5.094 -3.657 -5.936 0.009
H 6.853 -0.896 -3.072 0.011
H 7.296 -3.706 -7.094 0.023
H 8.964 -1.052 -4.364 0.025
H 3.165 1.022 -1.719 0.000
H 2.446 -3.145 -2.474 -0.003
H 0.740 1.338 -1.031 -0.004
H 0.000 -2.872 -1.946 -0.007
P 0.141 -0.235 2.266 -0.051
C -4.301 3.742 -1.110 0.001
C -4.780 4.717 -2.186 0.000
H -4.951 2.856 -1.071 0.000
H -3.271 3.410 -1.306 -0.001
H -5.026 4.170 -3.101 0.000
H -5.676 5.255 -1.860 0.000
H -4.009 5.456 -2.430 0.000
C -2.622 5.081 0.772 0.000
C -2.527 6.264 1.739 0.000
H -2.278 5.379 -0.230 0.000
H -2.024 4.226 1.118 0.001
H -1.552 6.752 1.635 0.000
H -3.299 7.014 1.536 0.000
H -2.633 5.946 2.781 0.000
C -4.459 3.048 1.685 -0.001
C -5.903 2.830 2.144 0.000
H -3.820 3.294 2.546 0.000
H -4.047 2.167 1.173 0.001
H -5.928 2.161 3.010 0.000
H -6.364 3.781 2.438 0.000
H -6.526 2.389 1.357 0.000
C -0.725 -0.690 3.812 0.016
C 0.119 -1.311 4.922 0.000
H -1.559 -1.352 3.528 -0.001
H -1.176 0.247 4.172 0.001
H 0.448 -2.328 4.683 0.000
H 1.003 -0.709 5.166 0.000
H -0.489 -1.372 5.832 0.000
C 0.301 1.589 2.373 0.028
C 1.687 2.168 2.092 0.001
H -0.034 1.868 3.384 0.002
H -0.439 2.000 1.667 -0.012
H 2.400 1.941 2.895 0.000
H 2.108 1.808 1.146 0.000
H 1.614 3.260 2.023 0.000
C 1.840 -0.911 2.314 0.003
C 1.926 -2.411 2.054 0.015
H 2.268 -0.652 3.296 -0.002
H 2.424 -0.363 1.557 0.001
H 2.721 -2.613 1.322 -0.001
H 2.172 -2.970 2.969 0.001
H 1.001 -2.843 1.646 -0.009
C -0.823 -4.552 0.398 0.002
P -1.871 -3.050 0.499 -0.031
C -2.985 -3.247 -0.937 0.013
C -2.879 -3.482 1.959 0.018
H -0.210 -4.550 -0.511 0.000
H -1.479 -5.429 0.387 0.000
H -0.154 -4.618 1.263 -0.001
H -3.627 -4.125 -0.790 0.001
H -3.617 -2.361 -1.081 0.002
H -2.398 -3.388 -1.853 -0.001
H -3.240 -4.519 1.884 0.000
H -2.274 -3.388 2.872 0.001
H -3.744 -2.813 2.049 0.001

89
Properties=species:S:1:pos:R:3:mulliken_charge:R:1 method="wB97M-V/def2-TZVPD" charge=+1 orbital_gap_ev=4.5
C -0.495 2.116 -4.024 -1.094
C 0.802 2.256 -3.097 -0.025
S 0.912 3.894 -2.253 -0.164
C 1.798 3.700 -0.599 -0.183
C 2.619 2.358 -0.653 -0.074
C 3.860 2.401 -1.512 0.095
N 4.236 3.619 -2.208 -0.557
C 4.903 4.381 -1.440 0.577
O 5.199 5.263 -0.744 -0.343
C 4.731 1.178 -1.650 -0.025
C 6.039 1.261 -2.512 0.190
O 5.941 1.362 -3.703 -0.449
O 7.293 1.209 -1.898 -0.447
C 4.268 -0.045 -0.904 0.973
C 5.146 -1.370 -0.991 -0.599
C 5.529 -1.933 0.470 -0.518
C 6.972 -2.575 0.455 -0.568
Cl 6.904 -3.996 -0.720 -0.188
C 3.023 0.024 -0.084 -0.023
F 2.688 -1.151 0.556 -0.293
N 2.238 1.183 0.042 0.337
C 1.040 1.135 0.930 -0.774
Cl -0.516 1.471 0.008 -0.008
C 1.203 2.093 2.231 0.507
C -0.109 2.894 2.593 -1.256
Cl 1.675 1.020 3.648 -0.147
H -0.373 1.210 -4.702 0.349
H -1.432 1.906 -3.420 0.199
H -0.648 3.039 -4.659 0.347
H 0.797 1.361 -2.414 0.213
H 1.698 2.193 -3.796 0.309
H 2.486 4.599 -0.527 0.439
H 0.983 3.703 0.172 -0.298
H 7.146 0.933 -0.969 0.420
H 6.143 -1.121 -1.479 0.511
H 4.613 -2.140 -1.625 0.381
H 4.791 -2.752 0.729 0.272
H 5.476 -1.105 1.251 0.329
H 7.249 -2.962 1.481 0.383
H 7.759 -1.883 0.047 0.316
H 0.877 0.100 1.369 0.509
H 2.088 2.758 1.996 0.315
H -0.242 3.789 1.918 0.315
H 0.026 3.288 3.653 0.428
H -1.024 2.237 2.628 0.302
C -2.527 -3.854 4.678 -1.465
C -1.221 -3.202 4.240 -0.279
N -0.150 -3.333 5.217 0.130
C 0.986 -2.462 4.950 -0.911
C 1.777 -2.705 3.662 -0.633
C 0.185 -4.690 5.629 -0.709
C 0.591 -5.686 4.541 -0.926
H -2.841 -3.488 5.658 0.341
H -3.318 -3.617 3.963 0.433
H -2.445 -4.942 4.722 0.305
H -1.431 -2.137 4.089 0.374
H -0.932 -3.607 3.260 0.241
H 1.676 -2.495 5.799 0.313
H 0.620 -1.428 4.929 0.370
H 2.397 -3.599 3.733 0.286
H 2.453 -1.864 3.483 0.311
H 1.130 -2.794 2.787 0.207
H -0.676 -5.107 6.162 0.406
H 0.975 -4.655 6.386 0.339
H -0.083 -5.665 3.682 0.242
H 0.565 -6.701 4.947 0.377
H 1.609 -5.513 4.190 0.257
C -5.321 3.145 -1.807 -1.333
C -6.158 2.717 -3.005 -0.355
N -5.541 1.661 -3.796 0.195
C -6.176 1.465 -5.096 -0.685
C -7.627 0.984 -5.112 -0.979
C -5.189 0.442 -3.082 -0.612
C -6.303 -0.296 -2.337 -1.082
H -4.308 3.421 -2.113 0.257
H -5.775 4.015 -1.328 0.439
H -5.254 2.357 -1.053 0.277
H -6.287 3.601 -3.637 0.439
H -7.159 2.433 -2.656 0.276
H -5.570 0.776 -5.694 0.334
H -6.131 2.416 -5.639 0.409
H -7.708 -0.069 -4.843 0.219
H -8.035 1.086 -6.121 0.403
H -8.265 1.566 -4.444 0.275
H -4.405 0.686 -2.356 0.170
H -4.705 -0.256 -3.773 0.450
H -6.921 0.375 -1.737 0.260
H -5.863 -1.027 -1.654 0.388
H -6.949 -0.850 -3.018 0.263

85
Properties=species:S:1:pos:R:3:mulliken_spin:R:1 method="wB97M-V/def2-TZVPD" charge=+2 multiplicity=2 orbital_gap_ev="7.6 / 7.6"
Mn -0.121 1.065 0.307 1.000
C 5.083 -0.423 -0.109 0.000
N 3.673 -0.739 0.124 -0.001
C 3.379 -2.164 0.323 0.000
C 2.715 0.168 0.188 0.005
O 1.537 -0.128 0.493 0.002
C 3.081 1.608 -0.115 0.002
O 1.889 2.361 -0.233 0.018
C 1.864 3.607 0.438 0.000
C 1.010 3.464 1.694 0.007
O 0.264 2.460 1.798 -0.004
N 1.072 4.396 2.620 0.000
C 0.258 4.272 3.837 0.000
C 1.895 5.609 2.467 0.000
H 5.676 -0.773 0.736 0.000
H 5.250 0.645 -0.223 0.000
H 5.433 -0.930 -1.007 0.000
H 3.823 -2.516 1.256 0.000
H 3.805 -2.731 -0.503 0.000
H 2.308 -2.318 0.360 0.000
H 3.628 1.669 -1.051 0.001
H 3.705 1.986 0.697 -0.001
H 1.403 4.333 -0.230 0.000
H 2.869 3.951 0.677 -0.001
H 0.108 3.225 4.079 0.000
H -0.711 4.755 3.702 0.000
H 0.782 4.754 4.659 0.000
H 1.926 5.944 1.432 0.000
H 2.913 5.447 2.826 0.000
H 1.450 6.404 3.057 0.000
C -3.064 -3.043 -0.857 -0.002
C -3.812 -1.707 -1.017 -0.003
C -3.684 -1.264 -2.485 -0.001
C -5.308 -1.897 -0.671 0.000
Si -3.241 -0.445 0.262 -0.020
C -2.685 -1.103 1.945 -0.009
C -3.788 -2.057 2.445 0.000
C -2.475 0.001 2.994 0.001
C -1.360 -1.869 1.786 0.011
C -3.887 1.335 0.190 -0.009
C -4.306 1.719 -1.239 -0.002
C -5.126 1.414 1.104 0.001
C -2.823 2.341 0.671 0.043
H -3.461 -3.746 -1.596 0.000
H -3.206 -3.497 0.127 0.000
H -1.992 -2.938 -1.046 0.000
H -4.147 -2.041 -3.103 0.000
H -2.644 -1.179 -2.802 0.000
H -4.200 -0.329 -2.702 0.000
H -5.714 -2.656 -1.348 0.000
H -5.890 -0.980 -0.822 0.000
H -5.468 -2.249 0.355 0.000
H -4.755 -1.554 2.552 0.000
H -3.500 -2.422 3.437 0.000
H -3.921 -2.928 1.801 0.000
H -3.370 0.600 3.170 0.000
H -1.645 0.663 2.740 0.000
H -2.225 -0.486 3.942 0.000
H -1.440 -2.724 1.112 -0.001
H -1.048 -2.240 2.767 0.000
H -0.560 -1.235 1.416 -0.005
H -5.095 1.070 -1.626 0.000
H -3.465 1.708 -1.941 0.000
H -4.709 2.737 -1.218 0.000
H -5.922 0.742 0.768 0.000
H -5.521 2.435 1.065 0.000
H -4.907 1.185 2.150 0.000
H -1.904 2.141 0.143 -0.029
H -2.638 2.321 1.742 0.002
H -3.135 3.352 0.394 0.000
C -0.810 -0.119 -1.207 -0.003
C 0.067 0.635 -2.150 0.024
C 1.257 0.096 -2.652 0.009
C 2.056 0.823 -3.512 0.000
C 1.694 2.124 -3.880 -0.001
C 0.521 2.678 -3.384 -0.001
C -0.282 1.936 -2.529 0.019
C 2.528 2.883 -4.779 0.000
N 3.191 3.499 -5.490 0.000
H -0.599 -1.182 -1.180 0.001
H -1.859 0.047 -1.460 -0.052
H 1.540 -0.913 -2.371 0.000
H 2.964 0.394 -3.919 0.000
H 0.239 3.681 -3.678 0.000
H -1.222 2.358 -2.184 0.001